A cluster of 2 separate species, C4H7N2O2S in total in a non-equilibrium geometry, computed with ωB97M-V/def2-TZVPD.

XYZ file:
```
16
C4H7N2O2S ωB97M-V/def2-TZVPD
C 0.081 0.171 0.265
C 1.481 -1.986 0.234
C -1.843 -0.985 -0.522
C 2.487 1.422 0.101
N -1.745 0.174 1.558
N -1.211 -0.125 0.472
O 0.662 -2.472 -0.402
O 2.321 -1.532 0.863
S 0.695 1.631 -0.055
H -2.832 -0.582 -0.746
H -1.960 -1.993 -0.119
H -1.249 -1.042 -1.431
H 2.885 2.400 0.358
H 2.911 1.096 -0.845
H 2.712 0.706 0.882
H -2.649 -0.270 1.722
```

For the relative energy (zero: lowest compared OMol25 entry of this formula, charge and spin), the calculation gives 309.9 kJ/mol. As for the total energy: -814.4255 a.u. Its LUMO energy is -5.7 eV. Its net charge is +1.